[1]
Density functional theory data (ωB97M-V/def2-TZVPD) for a structure of composition C11H19BCeCl3NO at a distorted geometry.

Summary:
Total charge = -2
HOMO (spin up / spin down) = -0.93 / -0.93 eV
Frontier orbital gap (spin up / spin down) = 5.88 / 5.87 eV
Multiplicity = 1

The geometry in XYZ format:
```
37
C11H19BCeCl3NO | the OMol25 dataset | ωB97M-V/def2-TZVPD
H -1.34 -3.19 -2.26
C -0.54 -1.45 -1.37
H 2.13 -2.43 -2.21
C -1.02 2.19 -2.02
H 1.90 2.24 -1.26
H -0.26 2.97 -1.85
H 2.91 -1.40 -0.96
O 2.47 2.62 0.93
C 1.99 -1.91 -1.25
H -0.24 -3.51 -0.88
C -0.53 0.83 -1.70
Cl -0.09 2.97 1.25
B 0.08 0.07 5.98
C 0.82 -1.01 -1.30
C 2.03 1.25 -1.73
Cl 0.68 -1.92 1.66
C -1.03 -2.84 -1.26
C -1.36 -0.32 -1.62
H 2.85 3.54 0.65
H -3.10 -0.52 -2.81
H -1.31 2.20 -3.09
H -0.95 -0.52 6.23
Ce 0.08 0.52 1.08
H 0.02 1.15 6.52
H -1.92 -2.88 -0.60
H -1.93 2.42 -1.44
H -3.27 -1.16 -1.17
H 2.25 1.36 -2.81
H 1.87 -2.67 -0.47
N 0.35 0.33 3.33
Cl -2.43 -0.16 1.46
H 1.00 -0.54 6.46
C 0.25 0.18 4.49
C -2.84 -0.33 -1.76
H 2.91 0.86 -1.23
H -3.25 0.65 -1.48
C 0.83 0.41 -1.51
```


[2]
Density functional theory data (ωB97M-V/def2-TZVPD) for a cluster of 5 separate species, H10O5 in total at a distorted geometry.

Summary:
HOMO = -10.78 eV
SMILES string = O.O.O.O.O
Frontier orbital gap = 11.32 eV
Multiplicity = 1

The geometry in XYZ format:
```
15
H10O5 | the OMol25 dataset | ωB97M-V/def2-TZVPD
H 3.53 0.03 -0.08
H 1.08 -1.30 -0.60
H -2.75 -2.26 -1.51
H 0.42 0.81 1.35
H -2.30 -0.05 0.02
H -1.42 -1.47 -1.31
O 0.97 1.52 1.02
O -2.30 -1.62 -0.97
O -1.86 0.77 0.37
H 0.39 2.20 0.66
H -2.47 1.02 1.08
H 2.68 0.90 0.85
H 0.17 0.00 -0.57
O 3.26 0.12 0.84
O 0.61 -0.67 -1.16
```


[3]
Density functional theory data (ωB97M-V/def2-TZVPD) for an isolated molecule of C4H11NS2 at a distorted geometry.

Summary:
HOMO = -8.47 eV
SMILES string = CCNCCSS
Frontier orbital gap = 8.90 eV
Multiplicity = 1

The geometry in XYZ format:
```
18
C4H11NS2 | the OMol25 dataset | ωB97M-V/def2-TZVPD
H -1.16 1.46 1.96
C 1.65 -0.79 0.04
H -3.53 1.01 0.49
H -1.45 2.51 0.58
H -0.42 -1.02 -0.47
H 1.91 -1.83 0.21
S 2.54 -0.32 -1.52
C -1.35 1.48 0.88
H -2.46 -0.38 0.95
H 3.10 -2.17 -3.14
S 3.59 -2.11 -1.91
C 0.16 -0.42 0.25
H -2.49 0.54 -0.63
H -0.02 -0.87 1.24
N -0.07 0.98 0.28
H 0.30 1.54 -0.47
C -2.51 0.59 0.47
H 2.19 -0.21 0.79
```


[4]
Density functional theory data (ωB97M-V/def2-TZVPD) for an isolated molecule of CH6N2O2SSi at a distorted geometry.

Summary:
HOMO = -9.55 eV
Frontier orbital gap = 10.18 eV
Multiplicity = 1

The geometry in XYZ format:
```
13
CH6N2O2SSi | the OMol25 dataset | ωB97M-V/def2-TZVPD
N 1.51 -1.02 1.35
Si -1.34 1.96 0.30
H 0.26 -2.92 -0.07
H -1.76 1.07 1.25
O 0.15 1.61 -0.10
H -1.28 3.29 0.95
H 1.30 -1.77 1.88
O 0.70 0.20 -2.05
N 0.12 -2.00 -0.42
S 1.26 0.61 -0.80
H 0.18 -2.03 -1.47
C 0.96 -0.92 0.25
H -2.05 1.93 -1.09
```


Question: What is the multiplicity in the second record?
Answer: 1